Formula: C4H8NOS
Source: OMol25
Level of theory: wB97M-V/def2-TZVPD

Each line ends with the Löwdin charge.
CARTESIAN COORDINATES (ANGSTROEM)
1 C -1.4735 -0.1235 -1.2249  -0.527
2 C -0.7969 -0.2077 1.1314  -0.496
3 C 0.3558 -0.0919 0.0837  -0.390
4 C 1.0354 1.2588 -0.0061  -0.049
5 N 1.2619 -1.0906 0.1176  -0.180
6 O 2.5085 -1.1266 -0.3192  -0.278
7 S -2.3330 -0.5943 0.2513  0.621
8 H -2.1482 0.6370 -1.6758  -0.051
9 H -1.6691 -0.8743 -2.0116  -0.046
10 H -0.4348 -0.9538 1.9275  0.085
11 H -0.9626 0.6761 1.6354  0.007
12 H 0.5162 1.8837 0.6249  0.035
13 H 1.0910 1.5707 -1.0652  0.088
14 H 2.0598 1.0746 0.2563  0.055
15 H 0.9893 -2.0382 0.2746  0.125

E_tot: -685.2512 Eh
Kohn-Sham gap: 5.99 eV
Charge: -1
Relative energy (zero: lowest compared OMol25 entry of this formula, charge and spin): 128.6 kcal per mole